Entry 1:
73
Properties=species:S:1:pos:R:3:lowdin_spin:R:1 method="wB97M-V/def2-TZVPD" charge=+2 orbital_gap_ev="5.739 / 6.341" s_squared=6.19 homo_energy_ev="-12.87 / -12.92" spin_multiplicity=5 total_energy_ha=-3746.1538
Mn 1.159 -1.126 -0.353 4.00
I 1.527 -3.144 4.393 0.00
C 2.953 -2.439 3.060 0.01
C 4.318 -2.512 3.408 0.00
C 5.306 -2.115 2.552 0.01
I 7.293 -2.260 3.157 0.00
C 4.958 -1.622 1.263 0.00
C 5.872 -1.208 0.276 0.02
C 5.421 -0.763 -0.943 0.00
C 4.054 -0.723 -1.198 0.01
N 3.156 -1.106 -0.299 -0.02
C 3.589 -1.549 0.932 0.01
C 2.567 -1.944 1.838 0.00
O 1.300 -1.829 1.444 0.06
H 4.575 -2.901 4.384 0.00
H 6.932 -1.249 0.488 0.00
H 6.109 -0.443 -1.712 0.00
H 3.671 -0.374 -2.148 0.00
C -0.138 0.434 3.546 0.01
C -1.541 -0.177 3.626 0.00
C -1.815 -1.291 2.617 0.00
Sb -1.482 -0.474 0.686 0.01
C -1.092 -2.051 -0.710 0.00
C -1.624 -1.891 -1.998 0.00
C -1.562 -2.932 -2.902 0.00
C -0.948 -4.131 -2.544 0.00
C -0.417 -4.299 -1.274 0.01
C -0.506 -3.272 -0.339 0.00
C -3.079 0.612 -0.112 0.00
C -2.834 1.764 -0.853 0.00
C -3.901 2.469 -1.387 0.00
C -5.201 2.026 -1.179 0.00
C -5.443 0.874 -0.441 0.00
C -4.381 0.160 0.091 0.00
Sb 0.617 1.200 1.652 0.03
C -0.531 2.964 1.409 0.01
C -0.014 3.930 0.544 0.00
C -0.703 5.113 0.321 0.00
C -1.906 5.345 0.973 0.00
C -2.413 4.401 1.858 0.00
C -1.729 3.216 2.075 0.00
C 1.010 -0.178 -2.100 -0.18
C 1.246 -1.004 -3.197 0.01
C 1.169 -0.488 -4.484 -0.01
C 0.855 0.852 -4.673 0.03
C 0.622 1.676 -3.581 -0.01
C 0.703 1.164 -2.290 0.00
H 0.608 -0.296 3.857 0.00
H -0.067 1.284 4.229 0.00
H -2.307 0.595 3.534 0.00
H -1.654 -0.594 4.630 0.00
H -2.822 -1.697 2.697 0.00
H -1.086 -2.099 2.709 0.00
H -2.085 -0.953 -2.288 0.00
H -1.985 -2.812 -3.890 0.00
H -0.896 -4.941 -3.259 0.00
H 0.037 -5.239 -0.990 0.00
H -0.142 -3.433 0.667 0.00
H -1.823 2.124 -1.002 0.00
H -3.718 3.367 -1.960 0.00
H -6.031 2.580 -1.595 0.00
H -6.456 0.533 -0.282 0.00
H -4.581 -0.740 0.662 0.00
H 0.942 3.777 0.053 0.00
H -0.291 5.860 -0.345 0.00
H -2.439 6.272 0.810 0.00
H -3.339 4.593 2.382 0.00
H -2.136 2.496 2.773 0.00
H 1.477 -2.060 -3.070 0.00
H 1.354 -1.128 -5.337 0.00
H 0.800 1.258 -5.673 0.00
H 0.384 2.720 -3.734 0.00
H 0.533 1.828 -1.449 0.00

=====

Entry 2:
112
Properties=species:S:1:pos:R:3:lowdin_charge:R:1 method="wB97M-V/def2-TZVPD" charge=-2 orbital_gap_ev=6.231 homo_energy_ev=-2.12 total_energy_ha=-5018.7829
Lu -0.384 0.685 -3.873 1.59
C -1.195 4.368 5.278 -0.14
C -2.283 3.851 4.348 -0.62
C -2.720 4.988 3.420 -0.14
P -1.737 2.428 3.303 1.09
C -3.185 2.052 2.115 -0.51
C -3.356 2.695 0.706 -0.10
C -4.543 1.998 2.859 -0.12
C -1.993 0.861 4.305 -0.30
C -2.475 0.861 5.596 -0.11
C -2.734 -0.281 6.308 -0.33
C -3.376 -0.281 7.707 -0.08
C -2.526 -1.446 5.640 -0.11
C -2.001 -1.522 4.373 -0.04
C -1.593 -0.361 3.656 -0.33
N -0.926 -0.294 2.504 0.00
C -0.717 -1.342 1.661 -0.36
C -1.721 -1.816 0.782 -0.01
C -1.479 -2.730 -0.259 -0.03
C -0.164 -3.183 -0.477 -0.26
C 0.144 -4.102 -1.665 -0.04
C 0.849 -2.698 0.358 -0.09
C 0.573 -1.861 1.419 -0.28
P 1.982 -1.327 2.543 1.09
C 3.358 -1.209 1.252 -0.59
C 4.766 -1.227 1.766 -0.14
C 3.133 0.071 0.413 -0.12
C 2.495 -2.782 3.412 -0.62
C 2.776 -4.092 2.633 -0.12
C 1.396 -3.147 4.422 -0.15
H -1.631 5.203 5.865 0.08
H -0.297 4.689 4.791 0.06
H -0.910 3.511 5.901 0.06
H -3.085 3.503 4.947 0.07
H -1.968 5.258 2.710 0.06
H -3.039 5.937 4.004 0.10
H -3.561 4.726 2.824 0.03
H -2.954 1.026 1.903 0.05
H -4.174 3.377 0.719 0.05
H -3.533 1.893 -0.035 0.08
H -2.461 3.166 0.285 0.06
H -4.894 2.959 3.062 0.03
H -4.516 1.448 3.793 0.06
H -5.328 1.561 2.216 0.08
H -2.770 1.799 6.060 0.09
H -3.493 0.731 8.109 0.05
H -2.782 -0.831 8.460 0.06
H -4.426 -0.652 7.754 0.07
H -2.770 -2.399 6.111 0.11
H -1.786 -2.461 3.925 0.08
H -2.676 -1.366 0.903 0.09
H -2.258 -2.991 -0.952 0.09
H 1.240 -4.098 -1.773 0.07
H -0.355 -3.728 -2.539 0.05
H -0.184 -5.151 -1.586 0.07
H 1.831 -3.125 0.205 0.08
H 3.244 -2.046 0.597 0.06
H 4.895 -0.426 2.562 0.09
H 5.457 -1.007 0.985 0.06
H 5.004 -2.147 2.277 0.05
H 3.366 0.902 1.080 0.07
H 2.090 0.158 0.097 0.04
H 3.719 0.120 -0.526 0.09
H 3.334 -2.583 4.038 0.08
H 1.868 -4.407 2.123 0.07
H 3.248 -4.882 3.339 0.10
H 3.454 -4.013 1.823 0.03
H 0.428 -3.236 3.879 0.06
H 1.332 -2.402 5.249 0.08
H 1.595 -4.151 4.814 0.06
O -1.575 -1.099 -4.098 -0.25
C -1.588 -2.226 -4.752 -0.40
C -2.495 -3.185 -4.300 -0.02
C -2.561 -4.430 -4.888 -0.09
C -1.738 -4.768 -5.972 -0.11
C -0.870 -3.803 -6.422 -0.06
C -0.814 -2.527 -5.835 -0.17
C 0.259 -1.699 -6.276 -0.07
N 0.537 -0.545 -5.770 -0.06
N 1.753 -0.009 -6.232 0.07
C 2.295 0.666 -5.317 -0.55
O 1.968 0.711 -4.062 -0.19
C 3.526 1.375 -5.641 -0.13
C 4.137 2.257 -4.729 -0.01
C 5.287 2.984 -5.037 -0.08
C 5.902 2.693 -6.259 -0.14
C 5.356 1.836 -7.193 -0.10
C 4.141 1.182 -6.886 -0.03
H -3.025 -2.943 -3.408 0.10
H -3.188 -5.198 -4.528 0.08
H -1.746 -5.759 -6.458 0.10
H -0.184 -4.038 -7.168 0.08
H 0.921 -2.080 -7.023 0.11
H 3.671 2.393 -3.772 0.10
H 5.650 3.727 -4.322 0.10
H 6.839 3.148 -6.507 0.08
H 5.852 1.588 -8.174 0.11
H 3.633 0.640 -7.629 0.08
O -0.008 2.731 -4.655 -0.59
S -1.194 3.624 -4.330 0.06
O -0.837 4.429 -3.167 -0.43
O -1.559 4.361 -5.542 -0.43
S -2.662 2.218 -4.010 0.17
C 0.944 2.726 -1.409 0.00
C 0.214 1.571 -0.852 -0.54
N -0.213 1.630 0.390 0.23
O -0.011 0.595 -1.638 -0.15
H 1.572 3.054 -0.560 0.10
H 0.290 3.505 -1.784 0.06
H 1.576 2.352 -2.212 0.07
H -0.037 2.411 0.975 0.06
H -0.633 0.882 0.950 0.07

=====

Entry 3:
44
Properties=species:S:1:pos:R:3:lowdin_charge:R:1 method="wB97M-V/def2-TZVPD" orbital_gap_ev=8.979 smiles="NC1=NC(=O)CN1CCNCCNCCN1CC(=O)N=C1N" homo_energy_ev=-8.83 total_energy_ha=-1058.9965
O 0.992 5.205 -4.904 0.02
O 3.797 -4.965 0.864 0.04
N 0.439 4.910 -2.712 0.18
N 2.855 -2.931 0.606 0.17
C 0.764 4.443 -3.951 -0.48
C 2.829 -4.223 1.010 -0.46
C 0.152 3.847 -2.072 -0.50
C 1.758 -2.447 1.051 -0.45
N -0.181 3.966 -0.807 0.19
N 1.566 -1.138 0.784 0.19
N 0.287 2.622 -2.692 -0.03
N 0.933 -3.254 1.790 -0.05
N -0.954 1.462 0.155 -0.10
N -1.155 -0.742 1.890 -0.09
C 0.889 2.944 -4.013 -0.03
C 1.557 -4.577 1.834 -0.02
C 0.265 1.260 -2.097 -0.10
C 0.049 -2.767 2.868 -0.13
C -1.028 0.969 -1.258 -0.18
C -1.215 -2.174 2.301 -0.19
C -2.175 1.235 0.967 -0.19
C -2.369 -0.263 1.243 -0.22
H -0.364 4.923 -0.521 0.12
H -0.701 3.150 -0.440 0.06
H 0.591 -0.825 0.848 0.06
H 2.202 -0.797 0.090 0.10
H -0.151 1.061 0.625 0.09
H -0.924 -0.188 2.688 0.11
H 0.318 2.539 -4.861 0.14
H 1.913 2.652 -4.076 0.12
H 0.990 -5.306 1.310 0.12
H 1.806 -4.891 2.821 0.12
H 1.162 1.078 -1.495 0.11
H 0.252 0.521 -2.925 0.13
H -0.206 -3.623 3.493 0.13
H 0.591 -2.057 3.473 0.12
H -1.155 -0.134 -1.281 0.11
H -1.902 1.354 -1.761 0.12
H -1.973 -2.243 3.120 0.12
H -1.552 -2.824 1.514 0.12
H -2.165 1.774 1.922 0.12
H -3.048 1.661 0.471 0.12
H -3.262 -0.436 1.834 0.11
H -2.478 -0.767 0.294 0.10

=====

Calculated strongest force on any atom in order - 0.43; 3.36; 4.68 eV/A